Entry 1:
The following is a DFT calculation (the ωB97M-V functional and the def2-TZVPD basis) of a molecular structure, C44H50BF10N9S3Sc.

Each line ends with the Mulliken charge.
CARTESIAN COORDINATES (ANGSTROEM)
Sc 0.74691 -0.34673 -0.03123  -0.818
S -0.48394 0.99722 1.94315  -0.212
S -1.28443 1.32896 -1.59041  0.046
S -3.50962 -2.08576 2.19505  -0.221
F -0.88611 -1.83865 0.17068  1.054
F 2.04590 -4.22595 2.94207  -0.336
F 0.32512 -6.24578 3.00145  -0.312
F 2.36835 2.77577 -3.61574  -0.346
F 0.61622 -1.32182 -2.06529  -0.252
F 1.78558 2.07004 -6.11384  -0.325
F -1.24636 -3.54354 -1.71117  -0.475
F 0.57922 -0.29408 -6.68445  -0.348
F -1.99033 -6.19714 1.70112  -0.371
F -0.02005 -2.00754 -4.62855  -0.336
N 2.76744 0.30006 0.83622  0.703
N -3.90214 0.82565 -1.41972  0.362
N 1.34998 -1.77950 1.39701  0.839
N 1.71751 0.93027 -1.40661  1.420
N -4.33135 0.67358 1.09946  0.226
N -3.61109 -1.45088 -0.37911  1.021
N -2.99094 0.72302 0.99853  -0.306
N -3.81238 -1.79152 -1.72363  -0.329
N -5.20886 0.85013 -1.76490  -0.156
C -2.85890 1.59382 3.15444  0.716
C -3.34500 -2.37387 0.58476  0.376
C 0.00778 -5.15748 2.30447  -0.306
C -2.56998 -3.84713 -1.38754  0.670
C -2.05264 2.12524 4.29125  -1.962
C -4.54329 1.97984 -3.73538  -0.594
C 2.65041 1.95343 -0.94975  -1.379
C -0.60443 -2.99829 0.89440  0.511
C -6.90228 -0.30414 1.22483  -1.283
C -5.13017 -3.86860 -3.64451  -1.847
C -7.44077 2.88139 -3.51988  -1.773
C 0.89116 -4.09357 2.27783  1.247
C 1.82310 1.56765 -3.82399  0.759
C 2.37812 -1.50461 2.40105  -0.993
C -7.00187 1.42810 -3.29414  2.214
C -7.15157 0.63178 -4.59972  -1.646
C -4.21814 1.53710 3.21653  -1.090
C -7.13068 2.14829 1.74241  -1.695
C 0.92632 -0.47410 -3.11454  0.827
C -3.79308 -1.90653 -4.46078  -1.193
C -1.19579 -5.12237 1.61529  0.477
C -3.40176 -2.89321 -2.19637  -1.243
C -2.72392 -4.15305 -4.28113  -1.923
C -2.84892 -3.75306 0.12304  1.681
C 2.77154 -0.03849 2.26550  -1.085
C 3.87472 -0.41453 0.16804  -1.031
C -2.16625 2.54587 -4.25264  -1.576
C -2.88415 1.33744 -2.13620  0.846
C -5.53770 1.40905 -2.88654  -0.116
C -1.54649 -4.00382 0.87866  -1.409
C -5.00166 0.99816 2.16008  0.425
C 2.84770 1.74118 0.55138  -0.717
C 1.53478 0.72564 -2.74456  -0.996
C 0.88828 0.02071 -5.42665  0.788
C -7.88554 0.79612 -2.22297  -1.676
C -3.98621 -4.74654 0.41699  -1.846
C 0.58720 -0.84590 -4.39024  -0.462
C -6.95385 0.46321 3.60516  -1.864
C -2.17153 1.09063 1.97564  0.679
C -6.50075 0.81828 2.18533  2.315
C 0.60971 -2.92772 1.55298  -1.544
C -3.23558 1.96604 -3.38729  -0.030
C 1.51010 1.22084 -5.12813  0.016
C -3.74538 -3.20318 -3.64770  2.381
B -3.67409 0.01450 -0.16812  -1.568
H -1.43528 1.77652 -4.50979  0.029
H -4.21764 -4.75630 1.47831  0.544
H 3.80056 2.16104 0.89074  0.434
H 3.25425 -2.14899 2.28832  0.495
H -7.81731 1.34090 -1.28078  0.161
H -4.71987 1.88534 4.10824  0.327
H 4.83353 -0.10247 0.59510  0.373
H -6.86311 -0.41078 -4.45398  0.225
H -6.60886 -0.08014 0.19975  -0.156
H -6.82904 2.39760 0.72335  0.283
H -5.88189 -3.18901 -3.23900  0.253
H -6.87471 3.36405 -4.31778  0.319
H -7.98599 -0.42292 1.25023  0.580
H 2.28191 2.96717 -1.11989  0.501
H -6.44271 -0.42932 3.97061  0.382
H -2.73247 -5.14109 -3.81796  0.359
H -8.21751 2.06118 1.76992  0.453
H 3.60862 1.87532 -1.47413  0.497
H -6.44432 -1.24910 1.52524  0.281
H -3.71800 -5.75131 0.09939  0.549
H -5.41399 -4.13998 -4.66255  0.481
H -4.88051 -4.43477 -0.12901  0.362
H -6.79023 1.27706 4.31254  0.423
H -8.92357 0.81898 -2.55705  0.537
H 2.04527 2.23153 1.10918  0.253
H -8.49375 2.90404 -3.80273  0.478
H -4.05851 -2.13387 -5.49463  0.600
H -7.60511 -0.24135 -2.03726  0.224
H -4.84343 2.42847 -4.67344  0.413
H 3.75911 -1.48670 0.30515  0.262
H -8.19219 0.65453 -4.92584  0.502
H 1.99624 -1.67460 3.41159  0.559
H -2.69716 2.50916 5.07842  0.412
H -2.98077 -4.29196 -5.33175  0.487
H -6.54245 1.04543 -5.40522  0.356
H -1.41537 1.33802 4.69723  0.355
H -2.81668 -1.41588 -4.45835  -0.021
H -2.72205 -4.88031 -1.69652  0.892
H -8.02411 0.25763 3.59175  0.450
H -1.71235 -3.75157 -4.23043  0.287
H -5.13199 -4.78242 -3.04398  0.342
H 2.04007 0.59645 2.76725  0.347
H 3.75241 0.15702 2.71253  0.403
H -1.38639 2.91611 3.94418  0.373
H -2.59048 2.96268 -5.16413  0.457
H -7.32083 3.47173 -2.60930  0.369
H -6.83988 2.96914 2.40113  0.369
H -1.61916 3.32349 -3.71801  0.394
H 3.87184 -0.20378 -0.89680  0.244
H -4.52962 -1.21424 -4.05584  -0.106

Cartesian forces, eV/Å:
Sc -0.1 0.3 0.2
S 0.0 0.0 0.0
S 0.0 -0.2 0.0
S 0.0 0.0 0.0
F 0.0 0.0 -0.1
F 0.0 0.0 0.0
F 0.0 0.0 0.0
F 0.0 0.0 0.0
F 0.0 -0.1 0.0
F 0.0 0.0 0.0
F 0.0 0.0 0.0
F 0.0 0.0 0.0
F 0.0 0.0 0.0
F 0.0 0.0 0.0
N 0.2 0.0 -0.1
N 0.1 0.0 -0.1
N 0.1 0.0 0.0
N -0.1 0.0 0.1
N 0.0 0.0 0.0
N 0.0 -0.1 0.1
N 0.1 0.1 0.1
N 0.0 0.1 -0.1
N 0.0 0.0 0.1
C 0.0 0.0 0.0
C 0.0 0.1 0.0
C 0.0 0.0 0.0
C 0.0 0.0 0.0
C 0.0 0.0 0.0
C 0.0 0.0 0.0
C 0.0 0.0 -0.1
C 0.0 0.0 0.0
C 0.0 0.0 0.0
C 0.0 0.0 0.0
C 0.0 0.0 0.0
C 0.0 0.0 0.0
C 0.0 0.0 0.0
C 0.0 0.0 0.0
C 0.0 0.0 0.0
C 0.0 0.0 0.0
C 0.0 0.0 0.0
C 0.0 0.0 0.0
C 0.0 0.0 0.0
C 0.0 0.0 0.0
C 0.0 0.0 0.0
C 0.0 0.0 0.0
C 0.0 0.0 0.0
C 0.0 0.0 0.0
C -0.1 0.0 0.0
C 0.0 0.0 0.0
C 0.0 0.0 0.0
C -0.1 0.1 0.1
C 0.0 0.0 -0.1
C -0.1 0.0 0.0
C 0.0 0.0 0.0
C -0.1 0.0 0.0
C 0.0 0.0 -0.1
C 0.0 0.0 0.0
C 0.0 0.0 0.0
C 0.0 0.0 0.0
C 0.0 0.0 0.0
C 0.0 0.0 0.0
C 0.0 -0.1 0.0
C 0.0 0.0 0.0
C -0.1 0.0 0.0
C 0.0 0.0 0.0
C 0.0 0.0 0.0
C 0.0 0.0 0.0
B -0.2 0.0 -0.1
H 0.0 0.0 0.0
H 0.0 0.0 0.0
H 0.0 0.0 0.0
H 0.0 0.0 0.0
H 0.0 0.0 0.0
H 0.0 0.0 0.0
H 0.0 0.0 0.0
H 0.0 0.0 0.0
H 0.0 0.0 0.0
H 0.0 0.0 0.0
H 0.0 0.0 0.0
H 0.0 0.0 0.0
H 0.0 0.0 0.0
H 0.0 0.0 0.0
H 0.0 0.0 0.0
H 0.0 0.0 0.0
H 0.0 0.0 0.0
H 0.0 0.0 0.0
H 0.0 0.0 0.0
H 0.0 0.0 0.0
H 0.0 0.0 0.0
H 0.0 0.0 0.0
H 0.0 0.0 0.0
H 0.0 0.0 0.0
H 0.0 0.0 0.0
H 0.0 0.0 0.0
H 0.0 0.0 0.0
H 0.0 0.0 0.0
H 0.0 0.0 0.0
H 0.0 0.0 0.0
H 0.0 0.0 0.0
H 0.0 0.0 0.0
H 0.0 0.0 0.0
H 0.0 0.0 0.0
H 0.0 0.0 0.0
H 0.0 0.0 0.0
H 0.0 0.0 0.0
H 0.0 0.0 0.0
H 0.0 0.0 0.0
H 0.0 0.0 0.0
H 0.0 0.0 0.0
H 0.0 0.0 0.0
H 0.0 0.0 0.0
H 0.0 0.0 0.0
H 0.0 0.0 0.0
H 0.0 0.0 0.0
H 0.0 0.0 0.0
H 0.0 0.0 0.0
H 0.0 0.0 0.0
H 0.0 0.0 0.0

Values from the calculation:
Relative energy (zero: lowest compared OMol25 entry of this formula, charge and spin) = 0.6890 eV
Lowest unoccupied orbital energy = -0.119 hartree
Frontier orbital gap = 6.780 eV
HOMO level = -10.01 eV
Total charge = +1
E_tot = -5178.19903 a.u.

Entry 2:
The following is a DFT calculation (the ωB97M-V functional and the def2-TZVPD basis) of a molecular structure, C44H50Ge2I2N4O3PS2Ti in a non-equilibrium geometry.

Each line ends with the Mulliken charge.
CARTESIAN COORDINATES (ANGSTROEM)
I 12.08443 10.55101 9.97243  -0.249
I 13.16700 3.24088 10.66972  0.001
Ge 13.11848 13.44097 8.35994  0.669
Ge 12.47300 15.82645 10.58384  0.739
Ti 11.90594 13.06491 10.63436  0.092
S 10.62180 13.16201 15.54246  1.410
S 8.15999 13.32651 13.19010  -0.037
P 16.93524 12.71444 11.16226  1.451
O 9.84929 14.36957 15.53019  -0.588
O 11.99174 13.06392 15.98611  -0.646
O 13.08599 12.84927 11.99176  0.459
N 7.81125 8.97351 18.70967  -0.462
N 10.14901 13.12024 11.60508  0.159
N 10.74737 12.54504 13.88501  0.144
N 14.46595 12.86499 12.37973  0.027
C 14.66391 12.27565 13.49163  -0.534
C 19.22401 16.71740 10.44464  -0.618
C 18.36559 14.60527 9.60170  -0.211
C 19.23187 8.91071 10.28286  -0.571
C 14.04494 15.19230 8.43491  -1.064
C 8.60603 12.18825 17.11985  -0.285
C 13.78828 20.10289 8.27796  -1.100
C 19.89613 10.12510 10.08634  -0.510
C 8.43296 9.92172 17.89248  0.920
C 14.73623 12.24298 7.98730  -0.255
C 17.67695 12.42799 15.75146  -0.724
C 16.38315 12.21790 15.29886  -0.813
C 10.17562 17.07720 11.91199  -0.904
C 15.70911 12.80989 6.98911  -0.958
C 7.91805 11.23242 17.79659  -0.719
C 11.06256 17.16382 10.66299  -0.399
C 10.13522 10.55677 16.34587  -0.246
C 17.89621 11.32193 10.66616  1.009
C 18.42331 12.58366 13.46736  -0.431
C 9.80036 12.92048 12.94234  0.150
C 9.50668 9.54398 17.01809  -1.014
C 9.76454 11.87936 16.43192  -0.044
C 19.27508 11.30292 10.30144  -0.570
C 12.04664 13.48295 6.69320  -0.874
C 13.47866 16.34903 8.86257  0.474
C 14.13120 18.95334 6.15786  -0.632
C 16.03166 12.31248 13.92780  -0.121
C 13.64102 17.64640 8.15500  0.875
C 13.91492 17.72426 6.76134  -0.546
C 17.85722 14.21396 10.81121  0.094
C 9.16987 13.81636 10.90856  -0.362
C 13.68669 18.85370 8.90112  0.242
C 17.90655 15.23570 11.82422  -0.554
C 17.22239 10.11488 10.87401  -0.876
C 7.98546 13.95534 11.57376  -0.383
C 18.97639 15.86194 9.39377  -0.636
C 10.89641 14.52992 6.85762  -0.679
C 18.67437 12.70644 14.82411  -0.956
C 18.70376 16.37690 11.70484  -0.740
C 13.63965 16.10264 12.28926  0.232
C 17.90270 8.94168 10.68957  -0.641
C 13.89296 17.56496 12.50034  -1.024
C 13.93132 20.14721 6.87871  -0.443
C 17.11109 12.41133 12.97027  0.336
H 19.32529 16.08479 8.34853  0.376
H 17.40459 8.00624 10.82245  0.433
H 13.19434 15.53513 13.09932  0.250
H 13.60497 18.88760 9.97574  0.237
H 12.69186 13.56123 5.78898  0.454
H 10.15191 16.05600 12.18322  -0.065
H 15.36463 12.81594 5.93997  0.315
H 7.11195 14.46440 11.11491  0.408
H 15.60792 11.98263 15.98862  0.587
H 14.61585 15.57754 12.03697  -0.413
H 16.14263 13.76404 7.33015  0.120
H 16.26116 10.09302 11.35763  0.370
H 13.99027 11.61625 14.02245  0.602
H 13.95694 16.80908 6.17623  0.421
H 9.30914 13.89670 9.78476  0.020
H 9.11732 17.31352 11.72404  0.348
H 7.93894 7.98979 18.56194  0.187
H 11.07803 15.60965 7.00135  0.154
H 19.77511 12.26746 10.41515  0.324
H 19.27061 12.77505 12.81058  0.381
H 16.59796 12.09225 7.01918  0.331
H 10.28221 14.11380 7.69583  0.043
H 17.86391 12.39615 16.78812  0.480
H 10.50800 17.71568 12.74678  0.279
H 13.65398 21.06641 6.29562  0.343
H 10.48027 16.91915 9.76678  0.400
H 14.27042 18.02879 11.55889  0.161
H 8.27230 13.27204 17.11605  0.367
H 18.25879 13.90149 8.77693  0.503
H 7.22025 9.22037 19.46182  0.186
H 7.01570 11.42347 18.41951  0.244
H 13.01536 18.13546 12.85242  0.239
H 18.96642 16.95415 12.58183  0.495
H 10.32098 14.51695 5.91715  0.425
H 14.26277 11.34176 7.67029  0.541
H 19.89821 17.60499 10.27338  0.339
H 11.67695 12.79906 13.51224  -0.104
H 20.91995 10.05364 9.68541  0.356
H 15.17895 15.12149 8.35648  -0.171
H 14.64193 17.76774 13.24120  0.456
H 19.83111 8.02770 10.11011  0.402
H 11.53138 18.12682 10.45880  0.501
H 15.12186 12.18037 9.01165  -0.208
H 11.69801 12.41373 6.58878  0.364
H 9.70522 8.52052 16.90355  0.397
H 14.48795 18.99446 5.08577  0.339
H 17.51334 14.97468 12.84793  0.345
H 13.77980 21.01756 8.80614  0.478
H 11.05022 10.33554 15.83279  0.405
H 19.62794 12.96983 15.20932  0.493

Cartesian forces, eV/Å:
I -0.3 -0.3 -0.5
I 0.0 0.0 0.0
Ge 0.8 -0.8 -0.9
Ge 0.1 -1.1 1.2
Ti 2.6 0.0 1.3
S 0.6 -1.7 0.8
S -0.1 0.4 -0.1
P -1.5 -0.1 -0.5
O 0.4 -0.4 -0.1
O -0.6 0.7 -0.8
O 0.2 0.2 -0.2
N 1.1 0.6 -1.4
N -1.1 0.9 2.5
N -0.9 1.0 -0.1
N -2.3 0.7 0.4
C 0.1 -0.5 -0.9
C 0.8 0.7 0.1
C 0.0 0.0 -1.3
C 0.1 1.0 -0.3
C 1.4 0.3 0.6
C -0.5 2.8 -0.3
C 0.2 -1.5 -1.7
C 1.3 -1.8 -0.8
C -0.6 -1.2 -0.5
C -1.5 1.7 1.0
C -0.8 0.1 -1.5
C -0.1 -0.1 -1.2
C -0.1 1.1 -0.4
C 1.9 -1.3 0.2
C -0.6 -1.1 2.0
C -0.5 0.3 -0.6
C 1.5 -0.6 -0.2
C 1.6 -1.0 -0.2
C -0.4 0.4 0.3
C 0.6 0.6 -2.4
C -2.0 1.8 1.3
C -0.8 0.7 -0.8
C -2.1 1.9 1.1
C 0.3 -0.1 0.0
C 0.4 0.5 -1.0
C 0.2 0.2 -0.9
C 3.3 -0.2 0.0
C 0.5 0.4 0.9
C 0.2 -0.1 0.7
C 0.0 2.3 2.2
C -0.9 -1.6 -0.7
C -0.3 0.5 -0.5
C 0.7 -1.1 1.3
C 0.8 0.6 0.0
C 0.7 0.5 -0.9
C 0.2 -0.8 -1.4
C -0.5 -1.4 -0.8
C -0.7 -0.7 0.3
C -0.3 -0.4 -0.7
C 1.0 -1.1 -2.3
C 0.8 -1.2 -0.4
C -0.3 1.1 -0.3
C -0.9 0.1 -0.3
C 0.2 1.4 1.4
H -0.3 -0.1 1.3
H -0.3 -0.5 0.3
H -0.2 0.1 0.2
H -0.1 -0.4 0.1
H -0.3 0.6 0.6
H 0.0 -1.2 1.0
H 0.0 0.3 0.6
H 0.5 -0.7 0.9
H -0.6 0.0 0.6
H -1.1 0.5 0.4
H -0.3 -0.2 -0.5
H -0.5 0.1 -0.3
H -0.7 0.4 0.1
H 0.0 0.1 0.1
H -0.2 0.4 1.6
H 0.4 0.3 -0.2
H 0.3 0.0 0.0
H 0.7 -0.6 0.4
H 0.2 -0.3 -0.7
H -0.4 -0.2 -0.2
H -0.8 0.9 -0.3
H 0.1 0.7 -0.7
H 0.3 0.1 1.0
H 0.0 -0.5 -0.3
H 1.1 -0.7 0.8
H -0.1 0.2 0.1
H -0.3 -0.3 0.7
H 0.2 -1.5 0.0
H 0.3 0.2 -0.1
H -0.5 0.4 0.4
H 0.8 0.2 -0.7
H 0.1 -0.3 -0.4
H -0.3 0.2 0.0
H -0.3 -0.1 0.5
H 0.0 -0.9 -0.1
H -1.0 -1.0 0.4
H 0.0 -0.5 0.3
H -0.4 0.3 0.6
H -1.3 0.3 -0.4
H 0.6 -0.1 0.5
H -0.5 -0.3 0.1
H -0.3 0.2 0.2
H 0.4 -0.5 -0.4
H -0.3 1.2 0.3
H 0.8 -1.1 -0.1
H -0.9 0.0 1.3
H 0.4 0.5 -1.2
H -0.2 0.7 0.7
H 0.2 -0.3 -0.6
H 0.9 0.1 0.0

Values from the calculation:
Relative energy (zero: lowest compared OMol25 entry of this formula, charge and spin) = 1.8922 eV
Lowest unoccupied orbital energy (spin up / spin down) = -0.115 / -0.165 hartree
Frontier orbital gap (spin up / spin down) = 6.221 / 4.850 eV
Spin multiplicity = 3
HOMO level (spin up / spin down) = -9.34 / -9.35 eV
Total charge = +1
E_tot = -8887.36431 a.u.

Q: What is the E_tot in the first record?
A: -5178.19903 a.u.